{"formula": "C9H20O12S3Si", "method": "wB97M-V/def2-TZVPD", "gap_ev": 10.67, "smiles": "C[Si](C)(C)[C@@H]1COS(=O)(=O)O1.O=S1(=O)OCCO1.O=S1(=O)OCCO1", "total_charge": 0, "homo_energy_ev": -10.64, "elements": ["C", "Si", "C", "C", "C", "C", "O", "S", "O", "O", "O", "H", "H", "H", "H", "H", "H", "H", "H", "H", "H", "H", "H", "O", "S", "O", "O", "C", "C", "O", "H", "H", "H", "H", "O", "S", "O", "O", "C", "C", "O", "H", "H", "H", "H"], "positions_angstrom": [[-4.38, -3.01, -0.82], [-2.93, -1.74, -0.44], [-2.27, -0.93, -2.09], [-3.64, -0.36, 0.70], [-1.45, -2.73, 0.30], [-0.33, -1.97, 1.24], [1.03, -2.54, 0.93], [1.03, -2.97, -0.75], [1.70, -1.82, -1.59], [1.73, -4.37, -0.82], [-0.67, -3.06, -0.93], [-3.96, -4.10, -0.65], [-5.27, -2.79, -0.06], [-4.70, -2.79, -1.92], [-2.94, 0.02, -2.27], [-1.16, -0.59, -1.88], [-2.36, -1.70, -2.98], [-3.08, -0.21, 1.72], [-3.64, 0.66, 0.08], [-4.78, -0.64, 0.90], [-1.79, -3.82, 0.64], [-0.60, -2.39, 2.32], [-0.26, -0.79, 1.23], [-0.91, 1.60, 1.65], [-1.60, 2.73, 1.07], [-2.95, 3.10, 1.43], [-1.50, 2.62, -0.55], [-0.86, 3.78, -1.07], [0.07, 4.26, 0.04], [-0.65, 4.05, 1.25], [-1.63, 4.53, -1.29], [-0.32, 3.54, -1.99], [0.34, 5.32, -0.07], [0.99, 3.66, 0.08], [5.74, 2.86, 0.28], [4.64, 1.93, 0.13], [3.36, 2.31, -0.42], [4.38, 1.21, 1.57], [4.52, -0.20, 1.43], [5.50, -0.40, 0.28], [5.18, 0.62, -0.67], [3.54, -0.61, 1.19], [4.88, -0.64, 2.36], [5.42, -1.39, -0.18], [6.54, -0.24, 0.61]]}

---

{"formula": "C18H20N4O2S", "method": "wB97M-V/def2-TZVPD", "e_above_lowest_ev": 2.579, "gap_ev": 8.29, "smiles": "CC(=O)c1cccc(-c2cnc3sc(N[C@H]4CC[C@@H](O)CC4)nn23)c1", "total_charge": 0, "homo_energy_ev": -8.01, "elements": ["C", "C", "O", "C", "C", "C", "C", "C", "C", "C", "N", "C", "S", "C", "N", "C", "C", "C", "C", "O", "C", "C", "N", "N", "C", "H", "H", "H", "H", "H", "H", "H", "H", "H", "H", "H", "H", "H", "H", "H", "H", "H", "H", "H", "H"], "positions_angstrom": [[0.61, -7.65, -2.34], [1.15, -6.30, -2.76], [1.35, -6.13, -3.93], [1.18, -5.13, -1.85], [0.89, -5.25, -0.48], [0.89, -4.17, 0.41], [1.10, -2.92, -0.16], [1.37, -2.74, -1.54], [1.62, -1.37, -2.06], [1.89, -1.02, -3.35], [2.13, 0.38, -3.51], [1.98, 0.81, -2.27], [2.07, 2.39, -1.53], [1.58, 1.56, -0.03], [1.26, 2.26, 1.13], [0.45, 1.65, 2.19], [-0.98, 1.45, 1.68], [-2.04, 1.54, 2.78], [-2.02, 2.93, 3.45], [-2.79, 3.81, 2.60], [-0.60, 3.49, 3.65], [0.51, 2.43, 3.51], [1.34, 0.27, -0.10], [1.66, -0.18, -1.38], [1.46, -3.88, -2.36], [-0.34, -7.55, -1.84], [1.26, -8.13, -1.64], [0.55, -8.30, -3.21], [0.58, -6.25, -0.09], [0.66, -4.25, 1.47], [1.00, -2.06, 0.53], [1.97, -1.73, -4.19], [1.41, 3.29, 1.14], [0.87, 0.64, 2.42], [-1.19, 2.22, 0.93], [-1.04, 0.46, 1.22], [-3.04, 1.29, 2.44], [-1.80, 0.77, 3.51], [-2.59, 2.89, 4.38], [-2.64, 3.64, 1.66], [-0.51, 3.96, 4.64], [-0.43, 4.25, 2.88], [1.47, 2.94, 3.65], [0.39, 1.71, 4.33], [1.73, -3.74, -3.40]]}

---

{"formula": "C5H8O2", "method": "wB97M-V/def2-TZVPD", "e_above_lowest_ev": 2.255, "gap_ev": 10.29, "smiles": "C1CO[C@@H]2C[C@@H]2O1", "total_charge": 0, "homo_energy_ev": -9.22, "elements": ["C", "C", "O", "C", "C", "C", "O", "H", "H", "H", "H", "H", "H", "H", "H"], "positions_angstrom": [[0.02, 1.53, 0.40], [0.52, 1.18, -1.00], [0.65, -0.22, -1.27], [0.49, -1.11, -0.22], [-0.86, -1.73, 0.02], [-0.32, -0.70, 0.97], [-0.89, 0.57, 0.90], [0.83, 1.69, 1.12], [-0.54, 2.46, 0.35], [-0.19, 1.58, -1.75], [1.49, 1.67, -1.16], [1.36, -1.75, -0.05], [-1.67, -1.40, -0.62], [-0.90, -2.77, 0.33], [0.00, -1.00, 1.97]]}

---

{"formula": "C6H11N3O2", "method": "wB97M-V/def2-TZVPD", "e_above_lowest_ev": 1.314, "gap_ev": [8.01, 7.47], "total_charge": 0, "homo_energy_ev": [-7.61, -7.16], "elements": ["C", "C", "C", "C", "C", "C", "N", "N", "N", "O", "O", "H", "H", "H", "H", "H", "H", "H", "H", "H", "H", "H"], "positions_angstrom": [[-1.11, 1.15, 0.69], [1.70, -0.44, 0.28], [-0.61, 1.83, -0.52], [0.15, 0.76, -1.33], [0.34, -0.49, -0.46], [0.28, -1.80, -1.25], [-0.78, -0.46, 0.49], [-2.00, 1.50, 1.60], [1.74, -1.27, 1.33], [-0.89, -1.27, 1.46], [2.62, 0.25, -0.11], [-1.42, 2.28, -1.11], [0.06, 2.63, -0.21], [-0.42, 0.50, -2.23], [1.13, 1.12, -1.64], [-0.61, -1.83, -1.87], [0.25, -2.63, -0.55], [1.16, -1.89, -1.87], [-2.72, 2.18, 1.39], [-2.23, 0.78, 2.28], [0.84, -1.61, 1.69], [2.55, -1.27, 1.93]]}

---

{"formula": "C16H28BrClNO7PS2", "method": "wB97M-V/def2-TZVPD", "gap_ev": 8.91, "total_charge": 0, "homo_energy_ev": -8.82, "elements": ["C", "C", "O", "N", "C", "C", "O", "C", "C", "C", "Br", "O", "S", "O", "O", "C", "C", "C", "C", "S", "C", "C", "C", "C", "C", "O", "P", "O", "Cl", "H", "H", "H", "H", "H", "H", "H", "H", "H", "H", "H", "H", "H", "H", "H", "H", "H", "H", "H", "H", "H", "H", "H", "H", "H", "H", "H", "H"], "positions_angstrom": [[-0.86, -2.30, -3.89], [-1.29, -1.25, -2.88], [-2.45, -1.18, -2.58], [-0.40, -0.19, -2.39], [-0.13, 0.71, -3.52], [0.71, 0.28, -4.70], [-0.65, 1.79, -3.53], [0.69, -0.39, -1.38], [1.94, 0.38, -1.85], [1.20, -1.86, -1.31], [-0.06, -3.28, -0.79], [2.37, -1.96, -0.55], [2.30, -2.44, 1.06], [3.58, -1.96, 1.53], [1.18, -1.43, 1.62], [1.19, -0.04, 1.16], [1.07, 0.79, 2.46], [2.43, 1.32, 2.96], [2.30, 2.49, 3.94], [3.50, 3.83, 3.56], [0.18, 0.21, 0.01], [-1.26, -0.30, 0.29], [-1.77, -0.38, 1.73], [-2.97, -1.34, 1.85], [-4.29, -0.68, 1.52], [-5.37, -1.63, 1.67], [-0.16, 2.04, -0.40], [-1.12, 2.44, 0.88], [1.56, 3.07, 0.19], [0.18, -2.27, -4.17], [-1.47, -2.15, -4.78], [-1.09, -3.27, -3.47], [1.40, 1.11, -4.90], [1.31, -0.60, -4.52], [0.08, 0.15, -5.58], [2.73, 0.36, -1.10], [2.35, -0.08, -2.75], [1.72, 1.42, -2.07], [1.50, -2.13, -2.32], [2.20, 0.13, 0.80], [0.74, 0.09, 3.23], [0.31, 1.56, 2.42], [3.06, 1.63, 2.12], [2.96, 0.49, 3.44], [2.53, 2.17, 4.95], [1.30, 2.92, 3.90], [2.68, 4.87, 3.68], [-1.40, -1.29, -0.14], [-1.96, 0.33, -0.28], [-2.10, 0.60, 2.09], [-1.01, -0.73, 2.43], [-2.83, -2.23, 1.23], [-3.03, -1.69, 2.89], [-4.47, 0.17, 2.18], [-4.32, -0.34, 0.48], [-5.93, -1.35, 2.39], [-0.89, 3.34, 1.16]]}

---

{"formula": "C43H34N10O5Sc", "method": "wB97M-V/def2-TZVPD", "e_above_lowest_ev": 0.000, "gap_ev": 4.45, "total_charge": 3, "homo_energy_ev": -13.09, "elements": ["Sc", "O", "C", "O", "C", "C", "C", "C", "C", "N", "C", "O", "O", "H", "H", "H", "H", "H", "C", "N", "C", "C", "N", "C", "C", "C", "C", "C", "C", "N", "C", "N", "C", "C", "C", "C", "C", "C", "N", "H", "H", "H", "H", "H", "H", "H", "H", "H", "H", "H", "H", "H", "H", "H", "C", "O", "C", "C", "C", "C", "C", "C", "C", "N", "C", "C", "N", "C", "C", "C", "C", "N", "C", "C", "N", "C", "C", "C", "C", "H", "H", "H", "H", "H", "H", "H", "H", "H", "H", "H", "H", "H", "H"], "positions_angstrom": [[-1.48, 0.60, 1.49], [-1.11, -1.14, 5.55], [-1.29, -0.85, 4.32], [-1.24, 0.25, 3.82], [-1.66, -2.01, 3.42], [-1.82, -3.34, 3.83], [-2.19, -4.28, 2.88], [-2.43, -3.85, 1.59], [-2.28, -2.51, 1.25], [-1.90, -1.61, 2.17], [-2.59, -1.88, -0.07], [-2.88, -2.57, -1.13], [-2.56, -0.65, -0.13], [-0.80, -0.39, 6.09], [-1.58, -3.61, 4.85], [-2.31, -5.30, 3.13], [-2.75, -4.57, 0.84], [-2.90, -3.54, -1.06], [-2.77, 2.94, 3.20], [-2.12, 2.90, 1.87], [-0.96, 3.81, 1.85], [0.14, 3.07, 2.48], [0.28, 1.77, 2.33], [1.41, 1.45, 3.10], [2.05, 0.22, 3.31], [3.14, 0.19, 4.12], [3.65, 1.36, 4.72], [3.02, 2.56, 4.54], [1.88, 2.59, 3.73], [1.02, 3.61, 3.34], [-3.72, 1.79, 3.19], [-3.63, 0.80, 2.34], [-4.69, -0.06, 2.65], [-5.15, -1.22, 2.06], [-6.25, -1.86, 2.61], [-6.90, -1.35, 3.74], [-6.49, -0.16, 4.32], [-5.40, 0.47, 3.74], [-4.73, 1.66, 4.03], [-3.27, 3.90, 3.40], [-2.02, 2.82, 3.98], [-2.81, 3.21, 1.19], [-1.15, 4.76, 2.33], [-0.72, 4.04, 0.82], [1.72, -0.68, 2.81], [3.62, -0.75, 4.31], [4.52, 1.28, 5.37], [3.39, 3.46, 5.02], [1.10, 4.58, 3.57], [-4.71, -1.60, 1.16], [-6.65, -2.76, 2.15], [-7.75, -1.89, 4.16], [-7.02, 0.25, 5.17], [-5.08, 2.33, 4.69], [6.97, -1.99, -9.44], [6.13, -0.84, -9.23], [5.39, -0.77, -8.12], [5.32, -1.74, -7.13], [4.51, -1.54, -6.02], [3.76, -0.37, -5.86], [3.85, 0.60, -6.88], [4.61, 0.39, -7.99], [2.94, -0.17, -4.67], [2.93, -0.96, -3.61], [2.01, -0.43, -2.77], [1.44, 0.72, -3.26], [2.04, 0.87, -4.49], [0.45, 1.45, -2.56], [-0.19, 2.61, -3.06], [-1.19, 3.20, -2.32], [-1.50, 2.62, -1.09], [-0.92, 1.55, -0.58], [0.07, 0.97, -1.28], [0.66, -0.26, -0.75], [0.22, -0.72, 0.46], [0.73, -1.85, 0.89], [1.69, -2.60, 0.21], [2.13, -2.16, -1.01], [1.61, -0.95, -1.51], [7.49, -1.81, -10.37], [6.34, -2.88, -9.56], [7.72, -2.10, -8.65], [5.90, -2.65, -7.22], [4.48, -2.31, -5.28], [3.30, 1.53, -6.80], [4.74, 1.11, -8.78], [1.83, 1.56, -5.20], [0.06, 3.07, -4.01], [-1.75, 4.04, -2.71], [-2.33, 3.04, -0.54], [0.42, -2.25, 1.86], [2.07, -3.51, 0.64], [2.88, -2.69, -1.58]]}

---

no.,electronic energy (a.u.)
1,-2741.68172
2,-1465.57363
3,-345.72210
4,-549.89852
5,-5379.80188
6,-3343.04165